C4H7O3PS | the ωB97M-V functional and the def2-TZVPD basis

Summary:
Relative energy (zero: lowest compared OMol25 entry of this formula, charge and spin) (kcal/mol): 0.0
Max |F| (eV/Å): 3.915
HOMO level (eV): -8.781
Gap between HOMO and LUMO (eV): 8.349

The geometry in XYZ format:
```
16
Properties=species:S:1:pos:R:3:mulliken_charge:R:1
C 0.416 0.477 0.371 -0.63
C -0.820 0.072 0.094 1.04
C -2.036 0.792 0.568 -1.12
C -1.124 -1.182 -0.648 -1.11
O 1.871 -1.806 -0.349 -0.58
O 3.064 0.271 0.958 -0.36
O 2.707 0.510 -1.317 -0.38
P 1.867 -0.376 -0.086 0.85
S 3.812 1.237 -0.210 0.18
H 0.670 1.440 0.832 0.23
H -2.791 0.925 -0.339 0.28
H -2.676 0.268 1.250 0.31
H -1.603 1.763 1.012 0.30
H -2.065 -1.181 -1.188 0.43
H -1.195 -1.872 0.232 0.29
H -0.097 -1.336 -1.178 0.27
```